No. 1
ORCA calculation (wB97M-V/def2-TZVPD) on 7 unconnected molecules or ions with the total composition C35H83F2N6O11S2 in a non-equilibrium geometry.

Calculated values
calculated total energy = -96176.150 eV
total charge = +3
Kohn-Sham gap = 2.29 eV
molar mass = 866.21 g/mol

Last column: Mulliken charge in e.
Positions of all 139 atoms, in Å:
N: 2.515 -0.811 0.064  -0.408
S: 1.039 -1.164 0.070  0.726
O: 0.400 -1.423 -1.204  -0.654
O: 0.151 -0.659 1.126  -0.415
F: 1.193 -2.743 0.527  -0.468
S: 2.352 0.542 -0.842  1.071
O: 1.323 1.530 -0.482  -0.513
O: 2.779 0.286 -2.220  -0.548
F: 3.578 1.271 -0.195  -0.337
C: 3.739 -3.941 1.445  -0.506
C: 5.045 -3.221 1.423  0.420
O: 6.047 -3.757 1.852  -0.431
N: 4.960 -1.817 0.772  0.569
H: 4.008 -1.511 0.629  0.102
H: 5.387 -1.239 1.482  0.419
C: 5.779 -1.721 -0.487  -0.961
H: 3.370 -4.156 0.443  0.263
H: 3.068 -3.254 1.961  -0.063
H: 3.713 -4.915 1.933  0.451
H: 5.688 -0.764 -0.999  0.491
H: 5.417 -2.442 -1.220  0.349
H: 6.788 -2.096 -0.314  0.416
C: -1.748 1.673 3.957  -1.024
C: -1.853 2.689 2.746  -0.668
C: -2.413 2.134 1.543  0.388
C: -2.145 2.997 0.237  -0.992
N: -2.820 2.381 -1.027  0.445
C: -2.331 0.981 -1.385  0.971
C: -1.811 0.977 -2.853  0.311
C: -2.263 2.340 -3.413  -0.633
C: -2.282 3.259 -2.230  -0.794
C: -4.349 2.443 -0.967  -0.870
H: -1.471 2.168 4.888  0.385
H: -1.004 0.936 3.656  0.040
H: -2.731 1.224 4.103  0.414
H: -0.911 3.169 2.482  0.333
H: -2.535 3.460 3.104  0.366
H: -3.447 1.800 1.620  0.210
H: -1.829 1.219 1.434  -0.120
H: -1.064 3.033 0.102  0.337
H: -2.480 4.028 0.351  0.482
H: -3.077 0.227 -1.133  -0.108
H: -1.552 0.681 -0.683  -0.983
H: -2.065 0.129 -3.489  -0.337
H: -0.730 0.863 -2.935  0.234
H: -3.268 2.150 -3.790  0.308
H: -1.676 2.676 -4.268  0.458
H: -2.888 4.164 -2.267  0.472
H: -1.223 3.463 -2.075  0.386
H: -4.604 3.499 -0.872  0.379
H: -4.763 1.921 -0.105  0.289
H: -4.700 2.057 -1.924  0.378
C: 4.746 5.938 5.788  -1.266
C: 5.017 4.434 5.591  -0.675
C: 3.930 3.611 4.943  -0.493
C: 4.194 2.130 4.646  -0.827
N: 2.858 1.395 4.324  0.515
C: 1.941 1.125 5.590  -0.540
C: 1.521 -0.394 5.588  -0.947
C: 1.907 -0.868 4.185  0.162
C: 3.137 -0.044 3.857  -0.709
C: 2.148 2.007 3.077  -1.301
H: 4.092 6.090 6.647  0.337
H: 4.163 6.389 4.985  0.352
H: 5.738 6.334 6.003  0.359
H: 5.383 4.065 6.549  0.391
H: 5.861 4.359 4.906  0.376
H: 3.560 4.161 4.077  0.345
H: 3.073 3.708 5.609  0.384
H: 4.696 1.553 5.422  0.438
H: 4.857 2.021 3.788  0.520
H: 1.020 1.702 5.499  0.229
H: 2.355 1.501 6.526  0.514
H: 0.510 -0.559 5.961  0.339
H: 2.159 -0.953 6.272  0.342
H: 1.070 -0.911 3.489  -0.348
H: 2.362 -1.858 4.154  0.514
H: 3.408 0.079 2.808  0.113
H: 3.980 -0.483 4.391  0.666
H: 1.749 2.996 3.303  0.339
H: 1.413 1.282 2.728  0.297
H: 2.944 2.027 2.333  0.530
C: -2.011 -3.688 0.234  -0.402
O: -3.203 -3.741 0.951  -0.486
C: -3.537 -2.375 1.426  0.061
C: -4.747 -2.455 2.285  -0.935
N: -5.857 -3.293 1.516  -0.282
H: -6.084 -2.898 0.614  0.380
H: -5.445 -4.193 1.317  0.535
C: -7.061 -3.642 2.361  -0.490
C: -7.787 -4.720 1.629  -0.653
O: -6.866 -5.776 1.424  -0.362
C: -7.554 -6.869 0.868  -0.782
H: -1.135 -3.695 0.882  0.220
H: -2.011 -2.805 -0.404  0.030
H: -1.864 -4.589 -0.362  0.389
H: -3.724 -1.770 0.538  0.181
H: -2.817 -1.877 2.075  0.253
H: -5.098 -1.437 2.451  0.362
H: -4.607 -2.946 3.249  0.457
H: -7.661 -2.732 2.349  0.366
H: -6.580 -3.846 3.318  0.297
H: -8.201 -4.289 0.717  0.398
H: -8.662 -5.111 2.148  0.516
H: -8.321 -7.284 1.523  0.316
H: -6.724 -7.565 0.750  0.256
H: -7.972 -6.574 -0.094  0.353
C: -2.417 -2.731 -4.368  -0.781
O: -1.650 -1.939 -5.133  -0.194
C: -1.777 -2.156 -6.564  -0.604
C: -0.738 -1.414 -7.413  -0.629
N: -0.611 0.076 -7.003  -0.011
H: -1.415 0.666 -7.164  0.392
H: -0.561 -0.030 -6.000  0.153
C: 0.654 0.804 -7.527  -0.735
C: 0.640 2.239 -6.984  -0.674
O: 0.503 2.349 -5.609  -0.293
C: 1.557 1.845 -4.832  -0.718
H: -2.509 -3.780 -4.652  0.412
H: -3.431 -2.370 -4.196  0.338
H: -2.108 -2.673 -3.324  0.078
H: -2.767 -1.789 -6.836  0.405
H: -1.683 -3.172 -6.948  0.456
H: -0.895 -1.451 -8.491  0.411
H: 0.256 -1.793 -7.178  0.378
H: 0.712 0.777 -8.615  0.485
H: 1.561 0.286 -7.217  0.376
H: -0.234 2.725 -7.419  0.405
H: 1.434 2.807 -7.470  0.456
H: 1.528 2.117 -3.776  0.078
H: 2.466 2.281 -5.247  0.511
H: 1.598 0.767 -4.987  0.306
C: 5.614 2.008 -3.337  0.053
C: 6.958 2.662 -3.109  0.340
O: 6.934 3.836 -2.667  -0.758
O: 8.058 2.264 -3.403  -0.694
H: 5.226 1.829 -2.334  -0.390
H: 5.744 1.016 -3.771  0.337
H: 4.782 2.539 -3.800  0.145

No. 2
ORCA calculation (wB97M-V/def2-TZVPD) on a molecular structure, C53H82BN9O11 in a non-equilibrium geometry.

Calculated values
ΔE to the lowest compared entry with this formula, charge and spin = 1293.0 kJ/mol
calculated total energy = -92890.968 eV
Kohn-Sham gap = 7.87 eV
molar mass = 1032.10 g/mol

Last column: Mulliken charge in e.
Positions of all 156 atoms, in Å:
C: 11.941 -22.765 -31.759  -0.499
C: 13.282 -22.186 -32.216  -1.023
C: 13.295 -20.675 -31.989  -1.434
C: 12.418 -19.965 -33.025  0.024
N: 12.190 -18.495 -32.811  1.042
C: 13.514 -17.763 -32.919  -0.787
C: 13.786 -17.681 -34.439  -0.716
C: 12.421 -17.758 -35.121  -0.566
C: 11.408 -17.930 -34.003  -0.030
C: 11.474 -18.152 -31.502  -1.776
C: 10.087 -18.753 -31.380  2.271
C: 9.495 -18.406 -30.014  -1.726
H: 11.758 -22.489 -30.719  0.283
H: 11.967 -23.854 -31.807  0.515
H: 11.140 -22.402 -32.403  -0.158
H: 13.426 -22.579 -33.224  0.513
H: 14.062 -22.625 -31.589  0.503
H: 14.358 -20.420 -32.062  0.321
H: 13.040 -20.441 -30.955  0.398
H: 11.429 -20.397 -33.182  -0.858
H: 12.859 -20.070 -34.017  0.621
H: 13.421 -16.763 -32.502  0.555
H: 14.306 -18.311 -32.417  0.385
H: 14.355 -16.759 -34.547  0.353
H: 14.404 -18.530 -34.729  0.224
H: 12.221 -16.867 -35.713  0.900
H: 12.373 -18.599 -35.811  -1.384
H: 11.047 -16.964 -33.655  0.783
H: 10.642 -18.651 -34.282  -0.266
H: 11.566 -17.069 -31.431  0.564
H: 12.159 -18.564 -30.760  0.462
H: 10.172 -19.839 -31.442  -0.306
H: 9.442 -18.400 -32.186  -0.488
H: 8.544 -18.934 -29.936  0.026
H: 9.298 -17.347 -29.850  0.159
H: 10.043 -18.785 -29.149  0.875
O: 7.056 -16.150 -29.948  -0.695
C: 6.915 -16.692 -31.006  0.298
O: 7.212 -16.234 -32.199  -0.474
B: 6.919 -17.253 -33.197  0.705
O: 6.453 -18.450 -32.470  0.140
C: 6.440 -18.185 -31.184  0.270
O: 6.035 -18.888 -30.305  -0.551
O: 5.944 -16.906 -34.251  -0.880
C: 6.601 -16.630 -35.370  -0.106
O: 6.185 -16.168 -36.382  -0.641
C: 8.040 -17.124 -35.180  0.643
O: 8.160 -17.567 -33.966  0.799
O: 8.867 -17.148 -36.048  -0.725
N: 1.956 -17.461 -29.373  0.062
C: 0.760 -17.843 -28.824  -0.616
C: 0.727 -19.212 -28.827  -0.503
C: 1.967 -19.676 -29.313  -0.482
C: 2.717 -18.583 -29.659  -0.411
H: 2.340 -16.536 -29.432  0.215
H: 0.132 -17.149 -28.289  0.362
H: -0.069 -19.860 -28.497  0.392
H: 2.214 -20.725 -29.324  0.435
H: 3.694 -18.546 -30.109  0.522
N: 5.223 -16.263 -25.802  0.111
C: 5.466 -15.833 -27.078  -0.860
C: 6.601 -15.044 -27.064  0.417
C: 7.004 -14.966 -25.710  -1.089
C: 6.183 -15.773 -24.958  -0.761
H: 4.422 -16.802 -25.528  0.210
H: 4.869 -16.248 -27.874  0.597
H: 7.031 -14.635 -27.960  0.432
H: 7.795 -14.322 -25.360  0.405
H: 6.192 -16.056 -23.919  0.378
N: 5.003 -13.277 -36.226  0.550
C: 4.928 -11.968 -35.820  -0.526
C: 5.359 -11.170 -36.862  -0.746
C: 5.715 -12.049 -37.926  -0.704
C: 5.463 -13.307 -37.501  -0.496
H: 4.771 -14.059 -35.640  0.164
H: 4.539 -11.733 -34.842  0.271
H: 5.390 -10.096 -36.936  0.399
H: 6.118 -11.709 -38.866  0.425
H: 5.480 -14.252 -38.019  0.627
N: 8.100 -18.026 -26.489  0.147
C: 8.966 -18.778 -25.734  -0.640
C: 8.942 -20.054 -26.256  -0.803
C: 7.987 -20.095 -27.293  -0.538
C: 7.458 -18.814 -27.389  -0.383
H: 7.688 -17.133 -26.221  0.401
H: 9.526 -18.380 -24.906  0.449
H: 9.625 -20.825 -25.933  0.389
H: 7.670 -20.899 -27.936  0.560
H: 6.684 -18.356 -27.982  0.550
N: 5.692 -13.722 -30.379  0.441
C: 5.446 -13.354 -31.686  -0.309
C: 4.635 -12.245 -31.676  -0.412
C: 4.271 -12.028 -30.332  -0.947
C: 5.001 -12.868 -29.548  -0.620
H: 6.153 -14.580 -30.068  0.192
H: 5.948 -13.880 -32.481  0.529
H: 4.309 -11.702 -32.548  0.374
H: 3.581 -11.253 -30.035  0.410
H: 5.052 -12.972 -28.477  0.403
N: 11.616 -19.428 -35.962  0.352
C: 10.481 -19.859 -35.354  -1.425
C: 10.800 -20.850 -34.453  -0.063
C: 12.189 -21.099 -34.631  0.363
C: 12.676 -20.179 -35.517  -1.531
H: 11.590 -18.716 -36.677  0.540
H: 9.519 -19.442 -35.594  1.259
H: 10.119 -21.311 -33.755  0.314
H: 12.753 -21.832 -34.073  0.822
H: 13.672 -19.998 -35.884  0.755
N: 7.190 -22.495 -32.916  0.412
C: 7.565 -21.954 -31.709  -1.283
C: 8.348 -22.883 -31.062  -0.387
C: 8.344 -24.061 -31.849  -1.039
C: 7.655 -23.782 -32.992  -0.553
H: 6.565 -22.100 -33.604  0.101
H: 7.220 -20.979 -31.406  1.110
H: 8.905 -22.709 -30.155  0.628
H: 8.877 -24.976 -31.642  0.457
H: 7.449 -24.396 -33.853  0.478
N: 3.685 -22.888 -33.059  0.103
C: 4.136 -21.641 -32.786  -0.976
C: 4.672 -21.064 -33.922  -0.474
C: 4.569 -22.085 -34.894  -0.485
C: 3.957 -23.206 -34.362  -0.579
H: 3.278 -23.501 -32.377  0.196
H: 4.075 -21.160 -31.821  0.756
H: 5.032 -20.054 -33.995  0.580
H: 4.920 -22.040 -35.917  0.395
H: 3.853 -24.184 -34.796  0.407
C: 10.300 -18.615 -40.616  -1.237
C: 9.660 -17.764 -39.530  -0.156
O: 10.064 -18.337 -38.273  -0.385
H: 11.374 -18.494 -40.465  0.297
H: 10.024 -18.295 -41.622  0.380
H: 10.047 -19.672 -40.561  0.294
H: 8.570 -17.724 -39.621  0.272
H: 10.004 -16.726 -39.515  0.322
H: 9.463 -17.952 -37.619  0.353
C: 9.345 -13.549 -34.014  -1.201
C: 8.052 -13.110 -34.686  0.815
O: 8.331 -12.149 -35.708  -0.661
H: 9.981 -14.035 -34.761  0.315
H: 9.105 -14.356 -33.318  0.073
H: 9.899 -12.727 -33.568  0.463
H: 7.483 -12.507 -33.970  0.159
H: 7.480 -13.989 -34.990  -0.279
H: 7.486 -11.800 -36.030  0.373
C: 2.692 -15.525 -38.013  -1.103
C: 1.589 -15.046 -37.062  -0.169
O: 0.862 -16.129 -36.539  -0.517
H: 3.428 -16.068 -37.413  0.272
H: 3.155 -14.709 -38.563  0.287
H: 2.266 -16.230 -38.731  0.495
H: 0.938 -14.395 -37.668  0.246
H: 1.946 -14.349 -36.300  0.232
H: 1.005 -16.894 -37.099  0.319